Record 1
A structure of composition C42H50Cl3F5NO2P2S2ScSeSiTe. Source: the Open Molecules 2025 dataset; level of theory: wB97M-V/def2-TZVPD.

```
111
Properties=species:S:1:pos:R:3:forces:R:3:mulliken_charge:R:1
Sc 0.58483 -0.81426 0.02319 -0.182 -0.324 -0.805 0.977
Cl 0.77305 -3.42602 1.02321 -0.063 -0.127 0.016 -0.029
C -0.78272 -3.22203 1.85373 0.034 0.039 -0.051 -0.772
Cl -1.07256 -1.48612 2.14614 -0.042 -0.124 0.344 0.020
H -0.73535 -3.72262 2.81229 0.021 0.000 0.020 0.606
H -1.56352 -3.57905 1.19045 0.000 0.024 -0.026 0.289
Cl -2.25761 0.89624 -0.42908 -0.194 0.201 -0.026 0.284
C -2.09181 2.62564 -0.30323 0.031 -0.101 0.034 -0.340
C -2.97711 3.42813 -1.00169 0.031 0.074 -0.004 -0.907
C -2.84829 4.80471 -0.90160 -0.021 -0.017 0.001 -0.700
C -1.83644 5.35331 -0.12657 0.028 -0.014 0.008 -0.933
C -0.95156 4.53073 0.55531 0.004 0.035 -0.023 -0.719
C -1.06930 3.14288 0.48992 -0.083 -0.118 -0.080 0.444
P 0.07210 1.96329 1.31802 -0.067 0.155 0.059 1.678
C -0.81643 1.57088 2.87145 0.068 -0.013 0.016 0.164
C -0.06516 1.13988 3.96803 -0.022 -0.032 0.002 -0.257
C -0.68998 0.74614 5.14026 -0.018 0.009 -0.026 -0.783
C -2.07583 0.78290 5.23624 0.029 -0.003 -0.006 -0.753
C -2.82885 1.21270 4.15450 0.029 0.005 -0.022 -0.841
C -2.20408 1.60184 2.97561 -0.033 0.001 0.009 -0.391
C 1.37165 3.11412 1.87838 0.034 -0.017 -0.063 0.146
C 1.25939 3.88325 3.03403 0.017 -0.010 0.052 -0.371
C 2.23064 4.82511 3.34501 -0.015 -0.017 -0.017 -0.842
C 3.31511 5.01477 2.49964 -0.011 -0.022 -0.008 -0.893
C 3.42781 4.25868 1.34125 -0.045 -0.007 0.002 -0.282
C 2.46179 3.31052 1.03614 0.007 0.049 0.002 0.196
H -3.74478 2.97666 -1.61589 -0.013 -0.009 0.029 0.557
H -3.54019 5.44707 -1.43035 0.018 0.000 -0.020 0.407
H -1.73070 6.42771 -0.05535 0.003 -0.003 0.005 0.418
H -0.15627 4.97420 1.13931 -0.019 -0.008 0.009 0.467
H 1.01441 1.11781 3.90140 0.005 -0.001 0.003 0.541
H -0.09329 0.41045 5.97957 0.004 0.018 0.000 0.484
H -2.56528 0.48533 6.15453 0.002 -0.018 -0.006 0.395
H -3.90835 1.24892 4.22346 0.000 -0.003 -0.005 0.444
H -2.80992 1.92733 2.14055 -0.001 0.034 0.012 0.394
H 0.41261 3.75201 3.69612 0.003 0.010 -0.012 0.470
H 2.13384 5.41745 4.24566 0.007 -0.014 0.010 0.446
H 4.07159 5.74864 2.74569 -0.001 0.002 -0.005 0.397
H 4.26969 4.40270 0.67575 0.005 -0.002 0.007 0.443
H 2.56088 2.70364 0.14312 0.008 -0.009 -0.007 -0.417
F 3.51713 -1.39618 7.68424 0.007 0.002 -0.052 -0.321
C 3.29343 -1.19942 6.38480 0.003 -0.033 0.120 0.850
C 2.41486 -2.00967 5.69561 -0.017 -0.008 0.006 -0.060
F 1.78967 -3.00424 6.33222 0.001 0.018 -0.029 -0.328
C 2.18577 -1.79205 4.34738 0.011 -0.061 0.070 0.183
F 1.33728 -2.64350 3.75920 -0.101 0.022 -0.107 -0.251
C 2.79715 -0.77357 3.63362 -0.080 0.079 -0.106 -0.144
Se 2.59524 -0.30512 1.78375 0.266 -0.115 0.053 -0.571
C 3.68487 0.01716 4.36223 0.025 0.068 0.090 0.166
F 4.33054 1.03142 3.77878 -0.016 -0.005 -0.036 -0.335
C 3.93802 -0.18270 5.70739 0.031 0.047 -0.023 0.049
F 4.79750 0.60339 6.35750 -0.014 0.012 -0.007 -0.315
C 5.53130 1.36052 0.03526 0.003 0.031 0.140 -0.818
Te 4.00095 0.66818 -1.26104 0.042 -0.147 -0.133 0.328
C 4.02802 2.38622 -2.51041 -0.011 0.108 -0.035 -1.120
H 6.30185 1.86328 -0.54519 0.011 -0.009 0.013 0.395
H 5.95116 0.48566 0.52608 0.030 0.022 0.004 0.316
H 5.11275 2.02090 0.79147 0.033 0.013 -0.001 0.084
H 3.64008 3.25411 -1.97936 0.007 0.016 -0.027 0.318
H 3.38918 2.16862 -3.36450 0.003 0.036 -0.007 0.249
H 5.04479 2.57282 -2.84764 -0.017 0.020 -0.035 0.430
C -4.86907 -0.09117 -3.28094 -0.040 0.042 0.040 -1.655
C -3.60006 -0.90375 -3.41808 0.020 -0.066 0.021 2.135
C -3.20800 -1.12800 -4.86427 -0.020 -0.045 -0.037 -1.515
O -3.86486 -2.15497 -2.73965 -0.036 0.073 -0.107 -0.087
P -2.71317 -3.15129 -2.22948 -0.105 0.152 0.011 0.347
S -1.85200 -4.16514 -3.61158 0.133 -0.107 -0.117 -0.474
S -1.58933 -1.97867 -1.00069 -0.009 0.029 0.245 -0.302
O -3.56179 -4.11624 -1.28898 0.020 0.002 0.146 -0.490
C -4.73123 -3.85010 -0.47063 0.012 0.022 -0.132 0.548
C -5.97283 -3.98989 -1.33139 -0.012 0.016 -0.011 -1.419
C -4.69319 -2.53320 0.28346 0.017 0.020 0.018 -0.611
H -4.74279 0.88069 -3.76168 -0.005 -0.002 0.005 0.447
H -5.11757 0.06685 -2.22997 0.012 0.002 -0.006 0.304
H -5.70263 -0.60870 -3.75968 0.006 0.010 -0.011 0.339
H -2.78500 -0.40606 -2.88758 0.066 0.001 0.014 -0.945
H -3.97690 -1.70587 -5.38102 -0.017 0.040 -0.003 0.327
H -2.26878 -1.67139 -4.93909 -0.004 0.004 0.015 0.243
H -3.09247 -0.15981 -5.35603 -0.015 -0.008 -0.014 0.430
H -4.70462 -4.66744 0.25190 -0.001 -0.031 0.005 0.391
H -6.03216 -3.16938 -2.04548 -0.013 -0.001 0.009 0.151
H -6.86414 -3.97836 -0.70105 0.005 -0.001 -0.006 0.479
H -5.94527 -4.92853 -1.88376 -0.002 -0.005 0.016 0.337
H -4.67063 -1.68701 -0.40161 -0.021 0.004 0.007 -0.071
H -3.82432 -2.45746 0.93683 -0.001 -0.018 -0.009 0.003
H -5.59583 -2.46494 0.89440 0.009 -0.008 0.004 0.534
C 3.38327 -2.65843 -3.66256 -0.021 0.102 -0.208 -1.314
Si 2.38503 -2.82734 -2.09280 0.257 0.149 0.297 0.454
C 1.33111 -4.35358 -2.19443 -0.199 -0.117 -0.099 -0.663
C 3.61961 -3.06561 -0.69917 0.064 -0.025 0.145 -0.687
N 1.49602 -1.34542 -1.70004 -0.176 0.126 0.246 1.498
C 0.95866 -0.48870 -2.66802 0.237 -0.207 0.110 0.127
C 0.61627 0.82005 -2.30599 -0.026 0.086 0.051 1.239
C 0.09278 1.73364 -3.21515 -0.119 -0.083 0.003 -0.807
C -0.08431 1.36148 -4.53380 -0.014 -0.052 -0.012 -1.039
C 0.23336 0.05580 -4.91406 -0.012 0.012 0.047 -1.091
C 0.72894 -0.85749 -4.00429 -0.104 0.001 -0.027 -0.184
H 4.28909 -3.26033 -3.55279 -0.002 0.006 -0.012 0.449
H 3.68686 -1.62639 -3.85087 0.043 -0.025 0.019 0.262
H 2.84722 -3.02325 -4.54030 0.032 0.014 -0.005 0.356
H 1.84489 -5.19201 -1.71669 0.002 -0.001 -0.026 0.348
H 1.12335 -4.62755 -3.22981 -0.006 -0.013 0.017 0.319
H 0.35972 -4.22397 -1.71918 0.007 -0.022 0.011 -0.112
H 3.75437 -4.13120 -0.49424 0.041 0.012 -0.025 0.401
H 3.34244 -2.57860 0.23772 0.012 -0.019 -0.002 -0.082
H 4.59158 -2.65627 -0.98612 -0.014 0.018 0.013 0.300
H 0.77955 1.17423 -1.28942 0.248 0.155 0.026 -0.627
H -0.15698 2.73503 -2.88368 0.003 -0.003 0.008 0.543
H -0.46922 2.06713 -5.25797 0.010 -0.006 -0.010 0.461
H 0.07765 -0.25819 -5.93887 -0.006 0.006 0.000 0.384
H 0.92183 -1.87457 -4.31706 -0.030 -0.003 0.004 0.482
```
Forces are in eV/Å.

The LUMO energy comes out at -0.2 eV. The frontier orbital gap is 0.272 hartree. The HOMO energy is -0.2790 hartree.

Record 2
A structure of composition C16H38STa in a non-equilibrium geometry. Source: the Open Molecules 2025 dataset; level of theory: wB97M-V/def2-TZVPD.

```
56
Properties=species:S:1:pos:R:3:forces:R:3:mulliken_charge:R:1
C 2.84435 -2.83184 1.37928 0.276 0.282 -0.017 -1.686
C 2.63688 -1.77057 0.29953 0.365 -0.181 0.051 0.742
C 3.91247 -1.46245 -0.46685 0.037 0.085 0.203 -1.187
C 3.80757 -0.30045 -1.45129 0.237 0.009 0.174 -0.743
C 3.73863 1.08881 -0.78238 -0.124 -0.182 -0.195 -0.701
C 2.46550 1.86600 -1.11243 0.072 0.067 0.184 -1.601
C 1.23195 1.39421 -0.35302 -0.006 0.118 -0.188 0.608
C 1.27049 1.66406 1.14463 -0.084 -0.158 0.122 -1.019
C 0.05206 1.08286 1.87910 0.075 0.398 -0.043 0.480
C -1.09666 2.05332 2.16723 -0.042 -0.188 -0.033 -1.246
C -1.58748 2.84532 0.96282 -0.174 -0.277 -0.186 -0.793
C -2.27508 1.94745 -0.06873 -0.098 0.072 0.063 0.086
C -3.65587 1.44186 0.33245 0.097 -0.052 0.120 -0.726
C -4.35875 0.72401 -0.81671 0.107 0.104 0.109 -1.047
C -3.55732 -0.44829 -1.39661 -0.176 0.125 -0.057 -0.330
C -3.24637 -1.58318 -0.41734 0.177 -0.310 -0.716 -0.979
Ta -1.62823 -3.04934 -1.12861 0.238 0.570 1.687 0.765
S -0.12576 -2.77634 0.91395 -1.520 -0.746 -0.538 -0.620
H 3.70880 -2.57998 1.99309 0.211 -0.016 0.073 0.424
H 1.97043 -2.89929 2.02160 0.301 -0.097 0.025 0.453
H 3.00902 -3.80822 0.92718 0.040 -0.154 0.016 0.352
H 1.85455 -2.11168 -0.37732 0.179 0.207 -0.099 0.323
H 2.26586 -0.86469 0.77899 -0.039 0.102 0.002 -0.131
H 4.69754 -1.21974 0.25702 0.152 0.003 0.020 0.330
H 4.25081 -2.36443 -0.98033 -0.028 -0.086 -0.105 0.431
H 2.94783 -0.43766 -2.10660 -0.115 -0.087 -0.075 0.411
H 4.69951 -0.33143 -2.07760 -0.013 0.008 -0.214 0.339
H 4.59734 1.67924 -1.09995 0.109 0.062 0.009 0.424
H 3.83207 0.96545 0.29631 0.034 0.065 0.132 0.386
H 2.62537 2.92866 -0.91022 -0.013 0.101 0.033 0.435
H 2.27658 1.77900 -2.18306 -0.009 0.038 -0.122 0.434
H 0.35505 1.88642 -0.77423 -0.044 -0.014 -0.073 0.247
H 1.08802 0.32672 -0.52804 -0.090 -0.084 -0.014 -0.105
H 2.16082 1.21064 1.58040 0.144 0.020 -0.044 0.439
H 1.35963 2.73866 1.32323 -0.020 0.128 0.052 0.618
H -0.32739 0.25844 1.27957 -0.022 -0.074 0.029 -1.058
H 0.38023 0.67761 2.83443 -0.048 -0.218 0.085 0.759
H -1.93396 1.45119 2.52497 -0.075 0.031 0.205 0.438
H -0.82032 2.71115 2.99255 0.088 0.179 -0.019 0.346
H -2.29545 3.61027 1.28633 -0.020 0.135 0.054 0.471
H -0.75859 3.35731 0.47379 0.122 0.142 0.086 0.371
H -2.37561 2.48876 -1.01257 0.064 0.037 -0.116 0.459
H -1.64377 1.08212 -0.26695 0.080 -0.009 -0.149 -0.338
H -3.56057 0.75718 1.17562 -0.031 -0.058 0.104 0.329
H -4.26554 2.27717 0.68832 -0.073 0.091 -0.032 0.339
H -4.53631 1.46434 -1.60378 -0.067 -0.002 -0.128 0.351
H -5.33815 0.37873 -0.47891 -0.085 -0.082 0.023 0.413
H -2.63205 -0.05870 -1.82058 0.076 0.032 -0.067 0.180
H -4.11419 -0.83699 -2.25041 -0.002 -0.145 -0.045 0.454
H -4.16826 -2.10436 -0.15415 -0.071 -0.025 0.141 0.331
H -2.83388 -1.16119 0.50508 0.086 -0.073 0.170 0.048
H -0.73928 -1.63113 -1.94237 -0.094 0.129 -0.327 -0.358
H -0.49080 -4.35609 -1.82812 -0.243 -0.123 -0.138 -0.116
H -2.64558 -4.39598 -0.31821 -0.087 -0.007 -0.352 -0.209
H -2.63472 -3.20552 -2.66430 0.309 0.054 0.242 -0.206
H -0.39338 -1.54740 1.35425 -0.163 0.055 -0.124 0.181
```
Forces are in eV/Å.

The LUMO energy comes out at 3.0 eV. The frontier orbital gap is 0.288 hartree. Its charge is -1. The HOMO energy is -0.1793 hartree.

Record 3
A cluster of 12 separate species, C12H48N24O12 in total in a non-equilibrium geometry. Source: the Open Molecules 2025 dataset; level of theory: wB97M-V/def2-TZVPD.

```
96
Properties=species:S:1:pos:R:3:forces:R:3:mulliken_charge:R:1
N -1.87363 -2.41685 3.83678 2.041 1.703 4.227 -0.314
C -2.01324 -2.70973 2.57804 1.029 0.117 -3.060 0.530
N -1.02684 -2.24881 1.72592 -0.452 0.083 0.596 0.483
O -2.95753 -3.33652 2.20375 -2.220 -1.655 -1.498 -0.720
H -2.27747 -2.92990 4.60737 -0.280 -0.120 -0.689 0.267
H -1.00131 -1.96014 4.06165 -0.172 -0.086 0.306 0.084
H -1.17347 -2.19386 0.72814 -0.199 -0.257 0.210 0.065
H -0.12347 -1.94153 2.05701 -0.027 -0.389 0.112 -0.267
N -4.28766 0.97635 3.54346 -3.269 -3.807 4.414 -0.366
C -3.57107 1.75151 2.85640 0.803 1.127 -5.882 0.699
N -2.64277 2.36923 3.54917 2.039 1.589 0.049 -0.333
O -3.74378 1.83267 1.60988 0.357 0.623 1.347 -0.841
H -3.94432 0.89777 4.49006 -0.906 -0.691 0.038 0.131
H -4.96597 0.31743 3.18876 0.388 0.332 -0.136 0.273
H -2.50871 2.21820 4.53878 0.126 0.430 -0.455 0.192
H -2.11039 3.01783 2.98703 0.354 0.461 0.528 0.042
N 0.24327 -0.37009 -0.21573 1.213 -1.355 0.905 0.332
C -0.67782 0.57584 -0.23769 0.007 2.248 4.203 0.198
N -1.05027 0.87680 -1.42728 -1.056 1.137 -3.797 -0.143
O -0.98819 1.18625 0.81635 -0.250 -0.344 -0.690 -0.105
H 0.30430 -0.64092 0.75536 0.796 -0.618 -0.416 -0.668
H 0.13519 -1.07061 -0.93524 0.312 -0.423 0.444 0.540
H -0.31501 0.63347 -2.07559 -0.789 0.208 -1.068 -0.008
H -1.70237 1.61257 -1.65860 0.194 -0.181 0.172 0.148
N -0.59442 4.17727 -2.84320 2.776 -3.959 1.711 -0.217
C -1.32394 5.22816 -3.04512 0.398 -0.463 -1.988 0.597
N -0.96136 5.86392 -4.12513 1.427 3.646 -3.971 -0.456
O -2.31639 5.50786 -2.50449 -4.076 1.404 3.657 -0.610
H -0.67154 3.72587 -1.94298 0.065 -0.052 -0.229 0.116
H 0.27377 4.08347 -3.35071 -0.164 -0.190 0.415 0.184
H -0.28690 5.57930 -4.82097 -0.057 -0.044 0.507 0.145
H -1.31230 6.80755 -4.20584 -0.149 -0.344 -0.262 0.240
N 0.76368 -0.20669 4.01160 -2.612 -3.637 2.761 -0.180
C 1.73076 0.49064 3.50975 1.727 -0.269 0.979 0.620
N 1.29828 1.35772 2.71424 -1.412 5.642 -5.098 -0.113
O 2.89542 0.41905 3.78959 2.926 -1.111 1.270 -0.759
H 1.02970 -0.75670 4.81586 -0.586 -0.126 -0.234 0.229
H -0.17146 -0.14471 3.63511 0.140 0.005 0.412 0.029
H 1.98053 1.99597 2.33045 -0.221 -0.184 -0.080 0.165
H 0.33723 1.53071 2.45628 0.002 -0.240 -0.148 -0.100
N -0.82669 -4.63570 -2.64725 1.436 0.421 -4.006 -0.468
C -0.97312 -3.97536 -1.51948 1.390 1.423 2.153 0.685
N -1.52408 -4.74446 -0.63446 -1.684 -0.899 2.921 -0.357
O -0.47555 -2.86720 -1.20667 -0.695 -1.255 -1.607 -0.418
H -0.10912 -4.21769 -3.22213 -0.620 -0.353 -0.752 0.296
H -1.14772 -5.57563 -2.83045 0.102 0.408 0.128 0.192
H -1.52911 -4.36402 0.30114 -0.640 -0.415 0.260 0.055
H -1.89071 -5.65455 -0.87410 0.001 0.369 0.532 0.154
N -3.87924 3.60438 -0.86582 2.028 -1.015 -1.424 -0.229
C -4.76149 4.45867 -0.41393 -1.992 2.028 -1.390 0.464
N -5.33084 4.05634 0.72948 -1.423 0.674 1.459 -0.307
O -5.12333 5.45863 -1.07757 0.270 -1.127 1.241 -0.741
H -3.64035 2.77600 -0.33969 0.217 0.131 -0.173 0.322
H -3.46644 3.94807 -1.72114 0.573 -0.405 0.149 0.130
H -6.28776 4.36732 0.81735 0.324 -0.079 0.418 0.199
H -4.98595 3.23120 1.19884 -0.196 -0.072 -0.088 0.331
N 3.65969 -3.65115 1.48266 2.105 -1.148 -0.732 -0.295
C 2.68602 -3.21784 2.23656 -2.546 3.046 -2.828 0.458
N 2.82954 -3.51520 3.47477 0.667 -1.527 6.074 -0.434
O 1.74273 -2.50642 1.87648 -0.300 -0.168 -0.983 -0.328
H 4.24297 -4.26950 2.02814 0.319 -0.273 -1.063 0.133
H 3.67310 -3.66839 0.47290 0.077 -0.020 -0.207 0.160
H 2.08903 -3.31298 4.13116 0.183 0.327 -0.414 0.235
H 3.75569 -3.46859 3.87498 -0.179 -0.261 0.051 0.186
N 2.16183 -5.53225 -2.01320 -0.891 -4.873 -0.156 -0.269
C 2.92322 -4.47326 -1.93599 1.625 0.988 2.592 0.659
N 2.30655 -3.38653 -2.23380 -1.664 2.887 -2.025 0.139
O 4.01823 -4.33744 -1.37806 1.108 -1.724 -0.174 -0.829
H 1.25178 -5.61504 -2.44337 0.396 0.686 0.056 0.134
H 2.50961 -6.43594 -1.72599 0.308 0.343 0.047 0.216
H 1.29838 -3.42500 -2.28070 0.363 1.158 0.302 -0.271
H 2.88077 -2.58663 -2.00897 -0.800 0.833 -0.178 -0.101
N 0.06602 -1.65410 -5.41758 -4.437 -5.283 -5.089 -0.496
C 0.43860 -0.78568 -4.59744 -1.445 6.162 1.502 0.706
N 1.62510 -1.02602 -4.24314 6.085 -0.474 3.066 -0.196
O -0.18279 0.26046 -4.36326 -0.318 -0.155 0.718 -0.736
H 0.41160 -2.59711 -5.31065 -0.392 0.167 -0.389 0.175
H -0.86578 -1.49908 -5.77509 0.055 -0.495 -0.129 0.265
H 2.08122 -0.45762 -3.54387 0.331 -0.218 -0.039 0.172
H 2.12484 -1.75440 -4.73285 0.312 0.395 0.608 0.170
N 0.35085 6.13355 1.40513 2.194 1.562 -0.474 -0.432
C -0.41290 5.04810 1.52591 0.217 -0.455 -1.875 0.671
N 0.02264 4.03308 0.67779 0.058 1.260 1.208 -0.104
O -1.38935 5.08532 2.20368 -2.129 -1.245 1.737 -0.634
H 0.17079 6.99214 1.90564 -0.103 -0.474 -0.113 0.232
H 1.14351 6.07524 0.78193 -0.141 0.633 0.344 0.101
H -0.54716 3.21228 0.53043 0.254 -0.359 -0.103 -0.154
H 0.85426 4.35296 0.20222 -0.381 -1.324 -0.539 0.248
N 4.02441 -0.87475 0.27209 -1.434 -0.408 3.680 -0.135
C 4.39872 -0.61713 -0.94811 -1.878 -0.935 -0.858 0.602
N 5.67799 -0.65424 -1.12629 3.802 0.378 -0.294 -0.446
O 3.59737 -0.50661 -1.85164 -1.500 0.489 -2.015 -0.711
H 4.64097 -1.24028 0.98368 -0.068 0.187 -0.271 0.292
H 3.04436 -1.00086 0.48117 -0.044 0.158 -0.126 -0.210
H 6.04970 -0.51732 -2.05537 0.145 0.097 0.502 0.242
H 6.19885 -0.57815 -0.26430 0.729 0.021 -0.794 0.167
```
Forces are in eV/Å.

The LUMO energy comes out at -0.3 eV. Its SMILES is NC(N)=O.NC(N)=O.NC(N)=O.NC(N)=O.NC(N)=O.NC(N)=O.NC(N)=O.NC(N)=O.NC(N)=O.NC(N)=O.NC(N)=O.NC(N)=O. The frontier orbital gap is 0.273 hartree. The HOMO energy is -0.2825 hartree.

> Which value of frontier orbital gap does entry 2 give?

0.288 hartree

> Which value of frontier orbital gap does entry 2 give?

0.288 hartree